w.
DFT (the ωB97M-V functional and the def2-TZVPD basis) results for 2 unconnected molecules or ions with the total composition C5H15N3O.

The geometry in XYZ format:
```
24
Properties=species:S:1:pos:R:3:lowdin_charge:R:1
H 0.524 2.319 -1.659 0.04
N 1.017 1.651 -1.077 0.10
C 0.537 0.470 -1.126 -0.49
C -0.653 0.051 -1.954 -0.02
N 1.090 -0.492 -0.329 -0.22
C 0.760 -1.890 -0.468 -0.07
C 2.342 -0.206 0.333 -0.07
H -0.389 -0.762 -2.628 0.08
H -1.463 -0.279 -1.307 0.06
H -1.002 0.895 -2.547 0.08
H 1.174 -2.427 0.385 0.09
H -0.320 -2.034 -0.467 0.07
H 1.177 -2.327 -1.384 0.09
H 2.467 0.874 0.350 0.06
H 3.185 -0.656 -0.200 0.09
H 2.321 -0.595 1.354 0.08
C -1.481 1.486 1.753 -0.12
N -1.256 0.053 1.818 -0.14
O -2.172 -0.634 0.947 -0.11
H -1.392 1.897 0.743 0.07
H -0.737 1.954 2.395 0.08
H -2.477 1.701 2.142 0.07
H -0.344 -0.154 1.413 0.07
H -2.909 -0.893 1.515 0.09
```

Output
Structure (SMILES) = [H]/N=C(\C)N(C)C.CNO
Total charge = 0
HOMO-LUMO gap = 9.250 eV

---

x.
DFT (the ωB97M-V functional and the def2-TZVPD basis) results for 2 unconnected molecules or ions with the total composition C5H15N3O.

The geometry in XYZ format:
```
24
Properties=species:S:1:pos:R:3:lowdin_charge:R:1
C 0.776 -1.880 -0.157 -0.38
C 0.937 1.204 0.573 -0.23
C -1.186 0.555 -0.405 -0.44
C -1.914 0.488 0.908 -0.07
C -2.030 0.792 -1.626 -0.08
N 0.025 1.193 -0.403 0.02
N 1.051 -1.956 1.271 0.01
N 2.312 1.212 0.220 0.03
O 1.922 -1.468 -0.850 -0.09
H 2.231 -0.636 -0.442 0.03
H 0.398 1.385 -1.327 0.16
H 0.529 -2.861 -0.598 0.11
H 0.690 0.839 1.551 0.10
H -0.166 -1.144 -0.347 0.11
H 0.234 -2.286 1.770 0.06
H 1.817 -2.598 1.459 0.07
H 2.542 1.860 -0.525 0.09
H 2.908 1.378 1.017 0.09
H -2.868 -0.014 0.780 0.07
H -1.331 -0.085 1.636 0.06
H -2.103 1.480 1.337 0.08
H -2.588 1.735 -1.584 0.07
H -1.418 0.815 -2.528 0.07
H -2.767 -0.005 -1.730 0.07
```

Output
Total charge = 0
HOMO-LUMO gap (spin up / spin down) = 6.871 / 6.758 eV

---

y.
DFT (the ωB97M-V functional and the def2-TZVPD basis) results for C5H15N3O in the gas phase.

The geometry in XYZ format:
```
24
Properties=species:S:1:pos:R:3:lowdin_charge:R:1
C -0.729 -2.020 1.045 -0.04
C -0.695 -0.661 0.333 -0.55
C -1.654 0.280 1.069 -0.06
C -1.121 -0.849 -1.123 -0.05
O 0.756 -0.290 0.432 -0.06
C 1.260 0.808 -0.236 -0.82
N 0.387 1.905 -0.183 0.10
N 2.441 1.154 0.444 0.09
N 1.601 0.461 -1.553 0.11
H -0.039 -2.725 0.569 0.09
H -1.736 -2.451 1.043 0.09
H -0.400 -1.920 2.085 0.09
H -2.638 -0.185 1.198 0.08
H -1.842 1.204 0.517 0.06
H -1.259 0.550 2.054 0.09
H -1.132 0.100 -1.668 0.07
H -0.437 -1.523 -1.647 0.08
H -2.134 -1.263 -1.183 0.09
H -0.120 2.263 -0.980 0.09
H 0.354 2.449 0.670 0.10
H 2.678 0.582 1.244 0.08
H 3.216 1.599 -0.029 0.08
H 1.451 1.048 -2.363 0.09
H 1.791 -0.517 -1.738 0.09
```

Output
Structure (SMILES) = CC(C)(C)OC(N)(N)N
Total charge = 0
HOMO-LUMO gap = 8.964 eV

---

Which one is most stable, and which one is least stable? y is the most stable of them, while x is the least stable.

---

w.
DFT (the ωB97M-V functional and the def2-TZVPD basis) results for C4H10BNO in the gas phase.

The geometry in XYZ format:
```
17
Properties=species:S:1:pos:R:3:lowdin_charge:R:1
C 2.640 -0.647 -0.378 -0.14
N 1.263 -0.645 -0.332 0.04
B 0.493 0.400 0.222 -0.64
O 1.033 1.409 0.924 0.19
C -0.944 0.395 -0.331 -0.19
C -1.886 -0.701 0.063 -0.14
C -2.181 0.732 0.495 -0.13
H 3.019 0.188 0.271 0.11
H 2.868 -1.543 0.084 0.06
H 3.110 -0.599 -1.364 0.09
H 0.914 -1.188 -1.112 0.13
H 0.296 1.951 1.190 0.10
H -1.101 0.619 -1.331 0.11
H -1.719 -1.580 0.716 0.11
H -2.589 -0.950 -0.779 0.11
H -3.119 1.216 0.107 0.11
H -2.096 0.942 1.557 0.09
```

Output
Structure (SMILES) = CNB(O)C1CC1
Total charge = 0
HOMO-LUMO gap = 9.826 eV

---

x.
DFT (the ωB97M-V functional and the def2-TZVPD basis) results for a molecular structure, C4H10BNO.

The geometry in XYZ format:
```
17
Properties=species:S:1:pos:R:3:lowdin_charge:R:1
B -0.424 -0.323 0.079 -0.47
C 1.361 -1.232 0.073 -0.03
C 2.147 0.044 -0.307 -0.21
C 1.363 1.287 0.189 -0.12
C -2.780 0.428 -0.128 -0.11
N -1.783 -0.635 -0.015 0.06
O -0.061 0.920 0.192 0.06
H 1.436 -1.780 0.969 0.04
H 1.453 -1.810 -0.738 0.00
H 3.139 0.265 0.108 0.11
H 2.209 0.015 -1.356 0.08
H 1.764 1.559 1.157 0.11
H 1.373 2.148 -0.495 0.12
H -2.623 1.307 0.539 0.09
H -2.834 0.870 -1.188 0.10
H -3.719 -0.012 0.044 0.05
H -2.149 -1.470 -0.399 0.10
```

Output
Total charge = 0
HOMO-LUMO gap = 9.896 eV

---

Which one is most stable, and which one is least stable? w is the most stable of them, while x is the least stable.